# 1
C21H25N2S | ωB97M-V with the def2-TZVPD basis set

```
! wB97M-V def2-TZVPD RIJCOSX def2/J DEFGRID3
* xyz 1 1
C -0.074 -2.651 1.786
C -0.261 -1.504 0.726
C -0.379 -1.980 -0.808
C -1.663 -2.130 -1.389
C -2.900 -2.032 -0.526
C -1.779 -2.320 -2.771
C -0.657 -2.469 -3.581
C -0.839 -2.752 -5.059
C 0.606 -2.470 -3.001
C 0.735 -2.287 -1.618
C 2.089 -2.311 -0.999
H -1.030 -3.017 2.252
H 0.463 -3.558 1.441
H 0.456 -2.147 2.602
H -1.292 -1.242 1.010
H -3.834 -1.983 -1.087
H -2.992 -2.889 0.148
H -2.873 -1.123 0.075
H -2.749 -2.323 -3.263
H 0.121 -2.812 -5.603
H -1.354 -3.720 -5.233
H -1.459 -1.974 -5.544
H 1.480 -2.577 -3.650
H 2.918 -2.247 -1.711
H 2.104 -1.411 -0.396
H 2.241 -3.183 -0.354
C -0.274 5.771 1.557
C 0.535 4.658 1.805
C 0.010 3.400 1.482
C -1.273 3.204 1.003
C -2.095 4.327 0.931
C -1.607 5.616 1.173
S -1.515 1.520 0.471
C 0.036 1.061 1.053
N 0.576 -0.201 0.935
C 1.956 -0.352 1.464
C 2.388 0.709 2.495
C 2.080 2.148 2.069
N 0.709 2.163 1.541
H 0.150 6.764 1.664
H 1.540 4.771 2.213
H -3.117 4.160 0.660
H -2.247 6.489 1.054
H 1.949 -1.350 1.890
H 2.760 -0.289 0.698
H 1.942 0.496 3.472
H 3.484 0.682 2.645
H 2.131 2.817 2.946
H 2.807 2.548 1.332
*
```

The value obtained for the energy relative to the best compared isomer or geometry (same formula, charge and spin) is 0.899 eV. The electronic energy is -1322.6830 hartree. The HOMO-LUMO gap is 8.4 eV. The value obtained for the highest occupied orbital energy is -0.4133 hartree.

The molecule's Löwdin atomic charges, reported in e, are given here: number 1, C, carries -0.02; number 2, C, carries -0.20; number 3, C, carries -0.07; number 4, C, carries -0.21; number 5, C, carries -0.04; number 6, C, carries -0.01; number 7, C, carries -0.26; number 8, C, carries -0.05; number 9, C, carries 0.00; number 10, C, carries -0.22; number 11, C, carries -0.03; number 12, H, carries 0.10; number 13, H, carries 0.09; number 14, H, carries 0.07; number 15, H, carries 0.08; number 16, H, carries 0.09; number 17, H, carries 0.09; number 18, H, carries 0.04; number 19, H, carries 0.12; number 20, H, carries 0.08; number 21, H, carries 0.09; number 22, H, carries 0.09; number 23, H, carries 0.12; number 24, H, carries 0.10; number 25, H, carries 0.02; number 26, H, carries 0.10; number 27, C, carries -0.05; number 28, C, carries 0.01; number 29, C, carries -0.22; number 30, C, carries -0.41; number 31, C, carries -0.06; number 32, C, carries -0.05; number 33, S, carries 1.19; number 34, C, carries -0.42; number 35, N, carries 0.00; number 36, C, carries -0.15; number 37, C, carries -0.13; number 38, C, carries -0.11; number 39, N, carries -0.02; number 40, H, carries 0.12; number 41, H, carries 0.11; number 42, H, carries 0.11; number 43, H, carries 0.12; number 44, H, carries 0.11; number 45, H, carries 0.13; number 46, H, carries 0.12; number 47, H, carries 0.13; number 48, H, carries 0.13; number 49, H, carries 0.15

# 2
C21H25N3O | ωB97M-V with the def2-TZVPD basis set

```
! wB97M-V def2-TZVPD RIJCOSX def2/J DEFGRID3
* xyz 0 1
C -1.705 3.964 1.054
H -1.531 3.844 2.121
H -2.706 4.364 0.912
H -1.655 2.984 0.581
C -0.664 4.917 0.458
C 0.714 4.292 0.665
O 1.476 4.614 1.554
N 1.011 3.344 -0.256
H 0.259 2.935 -0.799
C 2.124 2.447 -0.070
H 2.443 2.088 -1.051
H 2.933 3.013 0.398
C 1.754 1.259 0.830
C 0.577 0.506 0.309
N -0.223 0.933 -0.629
C -1.186 -0.032 -0.777
C -2.273 -0.092 -1.640
C -3.084 -1.204 -1.566
C -2.835 -2.232 -0.655
C -1.763 -2.188 0.212
C -0.935 -1.080 0.136
N 0.196 -0.704 0.825
C 0.903 -1.508 1.783
H 1.363 -0.855 2.530
H 0.175 -2.152 2.284
C 1.980 -2.381 1.108
C 1.353 -3.254 0.058
C 0.832 -4.497 0.393
C 0.176 -5.262 -0.555
C 0.027 -4.788 -1.847
C 0.551 -3.555 -2.191
C 1.213 -2.794 -1.245
H 1.619 -1.830 -1.521
H 0.440 -3.180 -3.198
H -0.493 -5.381 -2.585
H -0.225 -6.227 -0.282
H 0.940 -4.866 1.403
H 2.735 -1.736 0.653
H 2.461 -2.987 1.877
H -1.578 -2.992 0.909
H -3.498 -3.084 -0.630
H -3.936 -1.287 -2.225
H -2.465 0.707 -2.339
H 1.513 1.644 1.826
H 2.617 0.596 0.925
C -0.733 6.288 1.119
H -0.033 6.972 0.646
H -0.463 6.203 2.169
H -1.737 6.701 1.042
H -0.843 5.014 -0.618
*
```

The value obtained for the energy relative to the best compared isomer or geometry (same formula, charge and spin) is 0.000 eV. The electronic energy is -1054.7985 hartree. As for the structure (SMILES): CC(C)C(=O)NCCc1nc2ccccc2n1CCc1ccccc1. The HOMO-LUMO gap is 9.1 eV. The value obtained for the highest occupied orbital energy is -0.3119 hartree.

The molecule's Löwdin atomic charges, reported in e, are given here: number 1, C, carries -0.06; number 2, H, carries 0.09; number 3, H, carries 0.08; number 4, H, carries 0.06; number 5, C, carries -0.34; number 6, C, carries -0.49; number 7, O, carries 0.06; number 8, N, carries 0.05; number 9, H, carries 0.10; number 10, C, carries -0.17; number 11, H, carries 0.12; number 12, H, carries 0.12; number 13, C, carries -0.08; number 14, C, carries -0.27; number 15, N, carries 0.16; number 16, C, carries -0.22; number 17, C, carries -0.02; number 18, C, carries -0.10; number 19, C, carries -0.09; number 20, C, carries -0.02; number 21, C, carries -0.17; number 22, N, carries 0.02; number 23, C, carries -0.11; number 24, H, carries 0.13; number 25, H, carries 0.13; number 26, C, carries -0.11; number 27, C, carries -0.25; number 28, C, carries -0.06; number 29, C, carries -0.08; number 30, C, carries -0.09; number 31, C, carries -0.07; number 32, C, carries -0.05; number 33, H, carries 0.12; number 34, H, carries 0.11; number 35, H, carries 0.10; number 36, H, carries 0.10; number 37, H, carries 0.11; number 38, H, carries 0.11; number 39, H, carries 0.12; number 40, H, carries 0.11; number 41, H, carries 0.10; number 42, H, carries 0.10; number 43, H, carries 0.11; number 44, H, carries 0.13; number 45, H, carries 0.11; number 46, C, carries -0.07; number 47, H, carries 0.08; number 48, H, carries 0.08; number 49, H, carries 0.08; number 50, H, carries 0.14

# 3
C21H25N3O | ωB97M-V with the def2-TZVPD basis set

```
! wB97M-V def2-TZVPD RIJCOSX def2/J DEFGRID3
* xyz 0 1
C -6.664 -1.425 -2.759
C -6.774 -1.254 -1.249
C -5.595 -1.902 -0.526
C -5.684 -1.799 0.997
H -4.924 -2.449 1.436
H -6.662 -2.159 1.327
C -5.472 -0.375 1.530
C -4.101 0.138 1.197
C -2.995 -0.301 1.917
C -1.723 0.136 1.605
C -1.525 1.032 0.556
C -2.630 1.474 -0.168
C -3.898 1.030 0.151
H -4.745 1.386 -0.419
H -2.471 2.168 -0.978
C -0.202 1.517 0.213
C 1.035 1.244 0.776
N 1.905 1.990 0.062
N 1.255 2.665 -0.880
N 0.011 2.397 -0.798
C 3.336 2.052 0.189
C 3.966 0.763 -0.279
C 4.750 0.007 0.571
C 5.319 -1.192 0.138
C 5.080 -1.629 -1.159
C 4.285 -0.869 -2.004
C 3.730 0.320 -1.577
H 3.111 0.907 -2.238
H 4.103 -1.217 -3.009
H 5.502 -2.552 -1.523
O 6.078 -1.846 1.058
C 6.691 -3.058 0.687
H 7.243 -3.389 1.564
H 7.387 -2.917 -0.146
H 5.950 -3.817 0.418
H 4.947 0.327 1.583
H 3.664 2.886 -0.437
H 3.601 2.255 1.231
H 1.351 0.616 1.581
H -0.880 -0.217 2.181
H -3.136 -0.992 2.736
H -6.230 0.290 1.114
H -5.599 -0.392 2.616
H -5.559 -2.960 -0.800
H -4.664 -1.442 -0.863
H -7.705 -1.706 -0.898
H -6.813 -0.189 -1.015
H -7.509 -0.958 -3.261
H -6.647 -2.480 -3.025
H -5.749 -0.966 -3.127
*
```

The value obtained for the energy relative to the best compared isomer or geometry (same formula, charge and spin) is 2.506 eV. The electronic energy is -1054.7064 hartree. As for the structure (SMILES): CCCCCc1ccc(-c2cn(Cc3cccc(OC)c3)nn2)cc1. The HOMO-LUMO gap is 8.9 eV. The value obtained for the highest occupied orbital energy is -0.3000 hartree.

The molecule's Löwdin atomic charges, reported in e, are given here: number 1, C, carries -0.12; number 2, C, carries -0.27; number 3, C, carries -0.22; number 4, C, carries -0.20; number 5, H, carries 0.11; number 6, H, carries 0.11; number 7, C, carries -0.16; number 8, C, carries -0.25; number 9, C, carries -0.03; number 10, C, carries -0.02; number 11, C, carries -0.18; number 12, C, carries -0.02; number 13, C, carries -0.03; number 14, H, carries 0.11; number 15, H, carries 0.11; number 16, C, carries -0.23; number 17, C, carries 0.02; number 18, N, carries -0.15; number 19, N, carries 0.04; number 20, N, carries 0.06; number 21, C, carries -0.09; number 22, C, carries -0.21; number 23, C, carries 0.04; number 24, C, carries -0.27; number 25, C, carries -0.02; number 26, C, carries -0.07; number 27, C, carries -0.04; number 28, H, carries 0.11; number 29, H, carries 0.11; number 30, H, carries 0.10; number 31, O, carries -0.08; number 32, C, carries -0.09; number 33, H, carries 0.09; number 34, H, carries 0.10; number 35, H, carries 0.10; number 36, H, carries 0.12; number 37, H, carries 0.13; number 38, H, carries 0.13; number 39, H, carries 0.12; number 40, H, carries 0.11; number 41, H, carries 0.11; number 42, H, carries 0.11; number 43, H, carries 0.12; number 44, H, carries 0.11; number 45, H, carries 0.11; number 46, H, carries 0.11; number 47, H, carries 0.09; number 48, H, carries 0.07; number 49, H, carries 0.07; number 50, H, carries 0.07

no.,maximum force (eV/Å)
1,2.21
2,0.80
3,1.31